Entry 1:
ORCA calculation (ωB97M-V/def2-TZVPD) on a gas-phase ion, C18H24N4O2 (charge +2) at a distorted geometry.

- Structure (SMILES): O/N=C/c1cccc[n+]1CCCCCC[n+]1ccccc1/C=N/O
- Orbital gap: 8.362 eV

```
! wB97M-V def2-TZVPD RIJCOSX def2/J DEFGRID3
* xyz 2 1
O -0.84 -2.83 -0.09
N -1.71 -1.82 0.00
C -2.82 -1.87 -0.61
C -3.84 -0.83 -0.58
C -4.85 -0.93 -1.54
C -5.88 -0.01 -1.59
C -5.91 1.00 -0.63
C -4.90 1.05 0.30
N -3.88 0.17 0.32
C -2.90 0.38 1.38
C -2.04 1.64 1.15
C -0.71 1.39 0.43
C 0.27 0.58 1.27
C 1.74 0.89 0.98
C 2.15 0.55 -0.46
N 3.59 0.49 -0.57
C 4.24 1.61 -0.94
C 5.61 1.68 -1.03
C 6.36 0.54 -0.71
C 5.69 -0.60 -0.34
C 4.29 -0.63 -0.26
C 3.68 -1.88 0.13
N 2.43 -2.02 0.38
O 2.03 -3.27 0.71
H -1.15 -3.58 -0.63
H -3.08 -2.73 -1.24
H -4.81 -1.73 -2.26
H -6.65 -0.09 -2.33
H -6.70 1.73 -0.61
H -4.89 1.81 1.07
H -2.26 -0.50 1.45
H -3.45 0.49 2.31
H -1.82 2.08 2.12
H -2.62 2.37 0.58
H -0.89 0.90 -0.53
H -0.28 2.37 0.22
H 0.10 0.80 2.33
H 0.10 -0.49 1.12
H 2.35 0.29 1.66
H 1.94 1.94 1.18
H 1.73 -0.42 -0.73
H 1.78 1.32 -1.15
H 3.63 2.46 -1.18
H 6.09 2.59 -1.33
H 7.44 0.56 -0.77
H 6.24 -1.50 -0.09
H 4.35 -2.73 0.22
H 1.07 -3.21 0.88
*
```

=====

Entry 2:
ORCA calculation (ωB97M-V/def2-TZVPD) on C18H24N4O3 in the gas phase at a distorted geometry.

- Structure (SMILES): COc1cc(CNN2CCOCC2)cc2c1=C1NCCC[C@H]1C(=O)N=2
- Orbital gap: 6.477 eV

```
! wB97M-V def2-TZVPD RIJCOSX def2/J DEFGRID3
* xyz 0 1
C 2.72 -1.71 -1.93
O 1.64 -1.99 -1.10
C 0.93 -0.88 -0.58
C 0.22 -0.05 -1.38
C -0.62 0.94 -0.78
C -1.65 1.64 -1.61
N -2.59 0.51 -1.95
N -4.11 0.69 -1.69
C -5.15 0.16 -2.56
C -5.77 -1.07 -1.82
O -6.34 -0.41 -0.63
C -5.32 -0.11 0.37
C -4.42 0.94 -0.27
C -0.60 1.15 0.58
C -0.03 0.14 1.38
C 0.80 -0.83 0.84
C 1.52 -1.72 1.74
N 2.57 -2.65 1.45
C 3.86 -2.46 2.14
C 3.70 -2.45 3.64
C 2.73 -1.35 3.86
C 1.30 -1.69 3.32
C 0.38 -0.54 3.56
O -0.04 -0.29 4.69
N -0.16 0.30 2.67
H 3.29 -2.66 -2.11
H 2.44 -1.26 -2.91
H 3.32 -0.91 -1.54
H 0.14 -0.29 -2.44
H -1.25 2.11 -2.50
H -2.15 2.49 -1.08
H -2.25 -0.35 -1.45
H -4.87 -0.26 -3.58
H -6.02 0.88 -2.66
H -5.06 -1.87 -1.52
H -6.41 -1.44 -2.57
H -5.60 0.24 1.39
H -4.67 -0.98 0.55
H -4.73 2.02 -0.13
H -3.51 0.74 0.17
H -1.28 1.80 1.14
H 2.59 -3.12 0.53
H 4.53 -3.25 1.86
H 4.18 -1.41 1.80
H 3.09 -3.40 4.03
H 4.64 -2.19 4.13
H 2.65 -1.32 4.94
H 3.20 -0.43 3.41
H 0.82 -2.60 3.79
*
```

=====

Entry 3:
ORCA calculation (ωB97M-V/def2-TZVPD) on a molecular structure, C18H24N4O3 at a distorted geometry.

- Orbital gap: 8.731 eV

```
! wB97M-V def2-TZVPD RIJCOSX def2/J DEFGRID3
* xyz 0 1
C 8.20 1.14 3.63
H 8.77 0.34 3.72
H 8.31 1.85 4.25
C 6.75 0.78 3.54
C 5.77 2.12 3.34
C 5.83 2.50 2.06
O 5.45 1.51 1.23
C 4.19 1.17 0.77
C 3.13 1.75 1.45
C 1.73 1.29 1.28
C 1.65 0.05 0.33
C 2.77 -0.39 -0.35
C 3.84 0.28 -0.03
H 4.74 -0.47 -0.54
H 2.47 -1.10 -1.04
N 0.25 -0.24 0.33
C -0.36 -1.07 -0.49
O 0.34 -1.91 -1.25
C -1.84 -1.32 -0.61
O -2.39 -0.57 0.33
N -2.25 -2.16 -1.27
H -1.52 -2.89 -1.64
C -3.68 -2.66 -1.35
C -4.21 -2.28 -2.58
H -3.49 -2.58 -3.77
H -5.31 -2.61 -2.89
C -4.41 -0.48 -2.82
N -5.40 -0.19 -2.25
C -6.68 -0.02 -2.37
N -7.53 0.50 -1.51
C -6.60 0.73 -0.64
C -5.31 0.53 -0.95
H -4.46 0.45 -0.34
H -7.01 1.35 0.41
H -7.06 -0.27 -3.42
H -3.39 -0.36 -2.67
H -4.50 -0.32 -4.11
H -3.89 -3.77 -0.96
H -4.21 -2.03 -0.56
H -0.37 0.14 0.78
H 0.81 1.68 1.93
H 3.30 2.36 2.42
H 5.24 3.37 1.97
H 6.82 2.86 1.78
H 6.20 2.72 4.02
H 4.65 1.58 3.60
H 6.47 0.29 4.57
H 6.48 0.11 2.81
H 8.57 1.62 2.49
*
```

=====

Entry 4:
ORCA calculation (ωB97M-V/def2-TZVPD) on C18H24N4O3S in the gas phase at a distorted geometry.

- Structure (SMILES): Cc1ccc(CCNC(=O)[C@@H]2CCCN(S(=O)(=O)c3cnc[nH]3)C2)cc1
- Orbital gap: 9.634 eV

```
! wB97M-V def2-TZVPD RIJCOSX def2/J DEFGRID3
* xyz 0 1
C -2.71 2.76 2.93
C -1.41 3.05 2.24
C -1.25 2.72 0.90
C -0.04 2.93 0.26
C 1.03 3.49 0.94
C 2.37 3.61 0.26
C 3.27 2.43 0.69
N 2.56 1.17 0.62
C 2.52 0.41 -0.50
O 3.21 0.63 -1.47
C 1.61 -0.81 -0.38
C 2.43 -1.96 0.23
C 1.60 -3.24 0.27
C 1.11 -3.58 -1.14
N 0.41 -2.48 -1.74
S -1.23 -2.45 -1.72
O -1.68 -1.63 -2.82
O -1.70 -3.80 -1.63
C -1.84 -1.54 -0.30
C -1.72 -1.53 1.06
N -2.58 -0.62 1.59
C -3.21 -0.09 0.58
N -2.80 -0.61 -0.59
C 1.10 -1.22 -1.77
C 0.87 3.84 2.27
C -0.34 3.62 2.91
H -2.71 3.16 3.94
H -3.54 3.21 2.38
H -2.87 1.69 2.97
H -2.07 2.29 0.35
H 0.07 2.66 -0.78
H 2.87 4.54 0.53
H 2.24 3.58 -0.82
H 4.13 2.35 0.02
H 3.61 2.57 1.71
H 1.86 1.02 1.33
H 0.76 -0.58 0.27
H 2.76 -1.68 1.23
H 3.31 -2.11 -0.39
H 2.21 -4.06 0.65
H 0.75 -3.11 0.93
H 0.42 -4.42 -1.12
H 1.96 -3.83 -1.78
H -1.09 -2.12 1.70
H -3.98 0.65 0.67
H -3.08 -0.42 -1.54
H 0.41 -0.48 -2.17
H 1.96 -1.29 -2.44
H 1.69 4.29 2.81
H -0.45 3.90 3.95
*
```

=====

Entry 5:
ORCA calculation (ωB97M-V/def2-TZVPD) on 6 unconnected molecules or ions with the total composition C18H24N6O6 at a distorted geometry.

- Structure (SMILES): C[N+](=O)[O-].C[N+](=O)[O-].C[N+](=O)[O-].c1ccncc1.c1ccncc1.c1ccncc1
- Orbital gap: 9.782 eV

```
! wB97M-V def2-TZVPD RIJCOSX def2/J DEFGRID3
* xyz 0 1
C 4.17 -5.43 -1.51
N 5.09 -4.31 -1.35
O 4.55 -3.26 -1.13
O 6.29 -4.47 -1.54
H 4.72 -6.33 -1.78
H 3.43 -5.16 -2.28
H 3.71 -5.55 -0.57
C -1.73 -0.28 -0.47
N -2.70 -1.31 -1.01
O -2.76 -1.63 -2.20
O -3.49 -1.79 -0.20
H -2.30 0.66 -0.38
H -0.93 -0.22 -1.21
H -1.41 -0.57 0.52
C 0.17 4.18 -2.70
N 0.44 4.89 -1.41
O 1.16 4.33 -0.64
O 0.00 6.04 -1.28
H -0.19 4.97 -3.38
H -0.58 3.44 -2.52
H 1.07 3.79 -3.20
C -3.44 5.61 0.66
C -2.73 4.67 1.35
C -2.29 3.52 0.70
N -2.37 3.33 -0.66
C -2.92 4.35 -1.34
C -3.45 5.48 -0.71
H -3.88 6.41 1.24
H -2.60 4.67 2.41
H -1.88 2.75 1.32
H -3.05 4.14 -2.40
H -3.99 6.21 -1.34
C 2.48 -0.31 -0.44
C 1.89 -1.27 0.35
C 1.00 -0.81 1.29
N 0.67 0.50 1.41
C 1.16 1.36 0.54
C 2.09 1.03 -0.42
H 3.22 -0.66 -1.16
H 2.20 -2.29 0.26
H 0.43 -1.52 1.94
H 0.86 2.37 0.74
H 2.41 1.63 -1.27
C -1.19 -3.59 3.15
C 0.13 -3.75 3.57
C 0.99 -4.10 2.53
N 0.65 -4.37 1.25
C -0.64 -4.21 0.90
C -1.52 -3.74 1.84
H -2.00 -3.34 3.83
H 0.51 -3.75 4.59
H 2.05 -4.27 2.76
H -0.93 -4.41 -0.13
H -2.56 -3.62 1.51
*
```

=====

Entry 6:
ORCA calculation (ωB97M-V/def2-TZVPD) on a molecular structure, C18H24N8ReS4.

- ⟨S²⟩: 1.17
- Orbital gap (alpha / beta): 5.317 / 6.120 eV

```
! wB97M-V def2-TZVPD RIJCOSX def2/J DEFGRID3
* xyz 2 2
Re 0.85 -0.05 -0.17
C -3.13 0.89 -4.42
S -1.45 0.28 -4.58
C -1.06 -0.40 -3.04
S -2.12 -0.43 -1.68
N 0.14 -0.93 -3.07
N 0.75 -1.26 -1.91
C 1.57 -2.26 -1.96
C 2.37 -2.53 -0.78
C 3.32 -3.53 -0.74
C 4.06 -3.71 0.42
C 3.82 -2.89 1.51
C 2.85 -1.91 1.40
N 2.14 -1.71 0.28
H -3.61 0.75 -5.39
H -3.67 0.32 -3.67
H -3.12 1.95 -4.17
H 1.64 -2.85 -2.86
H 3.48 -4.16 -1.61
H 4.82 -4.48 0.47
H 4.36 -3.01 2.43
H 2.64 -1.26 2.23
N -3.42 1.82 1.00
C -2.21 1.00 1.41
C -2.63 -0.36 1.91
C -1.37 -1.19 2.16
N -0.65 -1.43 0.88
C -0.45 -0.51 3.17
C -0.12 0.94 2.85
N 0.97 1.01 1.82
C -1.36 1.76 2.42
H -3.91 1.35 0.23
H -3.14 2.75 0.66
H -4.09 1.95 1.77
H -1.68 0.86 0.47
H -3.27 -0.87 1.18
H -3.19 -0.29 2.85
H -1.68 -2.15 2.57
H -1.32 -1.62 0.12
H -0.11 -2.29 1.00
H 0.48 -1.08 3.25
H -0.92 -0.56 4.16
H 0.26 1.41 3.76
H 1.84 0.75 2.29
H 1.11 1.99 1.57
H -1.03 2.72 2.01
H -1.94 1.97 3.32
S -0.23 1.93 -0.92
C 0.90 2.74 -1.88
C 0.43 3.89 -2.60
N -0.02 4.78 -3.16
C 2.22 2.32 -1.93
S 2.72 0.95 -1.08
C 3.20 3.04 -2.68
N 4.00 3.61 -3.27
*
```

=====

Entry 7:
ORCA calculation (ωB97M-V/def2-TZVPD) on a molecular structure, C18H24NO3SSe2W at a distorted geometry.

- Orbital gap (alpha / beta): 5.416 / 6.113 eV

```
! wB97M-V def2-TZVPD RIJCOSX def2/J DEFGRID3
* xyz 3 1
W 0.06 -0.41 -0.58
O -0.17 -0.77 -2.93
C -1.43 -0.82 -3.68
C -2.61 -1.20 -2.78
C -3.79 -1.60 -3.73
O -4.93 -1.78 -2.95
C -3.15 -0.02 -1.96
Se -1.75 1.08 -0.97
C -2.36 -2.47 -1.96
Se -1.24 -2.36 -0.25
H 0.54 -0.83 -3.60
H -1.32 -1.58 -4.47
H -1.61 0.15 -4.14
H -3.52 -2.51 -4.28
H -3.93 -0.78 -4.46
H -5.68 -2.00 -3.50
H -3.89 -0.36 -1.24
H -3.63 0.70 -2.62
H -1.89 -3.25 -2.56
H -3.32 -2.85 -1.61
C 2.42 -2.21 -1.52
O 1.55 -1.19 -1.09
H 3.41 -2.07 -1.09
H 2.51 -2.17 -2.61
H 2.01 -3.18 -1.21
N 1.18 1.30 -0.21
S 0.77 2.26 1.09
C 0.03 0.83 1.97
C -1.03 1.05 2.83
C -1.54 -0.01 3.58
C -1.00 -1.29 3.45
C 0.08 -1.51 2.60
C 0.61 -0.46 1.82
C 2.29 2.60 1.97
C 3.37 1.73 1.99
C 4.51 2.12 2.67
C 4.57 3.35 3.32
C 3.49 4.22 3.27
C 2.34 3.85 2.59
H 1.82 1.81 -0.81
H -1.44 2.05 2.95
H -2.34 0.17 4.28
H -1.39 -2.10 4.05
H 0.55 -2.49 2.60
H 1.66 -0.57 1.48
H 3.35 0.79 1.46
H 5.37 1.46 2.70
H 5.46 3.63 3.85
H 3.54 5.18 3.75
H 1.49 4.52 2.54
*
```

=====

Entry 8:
ORCA calculation (ωB97M-V/def2-TZVPD) on a molecular structure, C18H25 at a distorted geometry.

- Orbital gap: 6.548 eV

```
! wB97M-V def2-TZVPD RIJCOSX def2/J DEFGRID3
* xyz 1 1
C -0.09 -1.53 1.82
C 0.56 -0.56 0.77
H -0.25 0.43 0.48
C 1.89 -0.16 1.34
C 3.16 -0.50 0.91
C 4.42 -0.04 1.63
C 3.38 -1.31 -0.34
C 2.08 -1.77 -0.96
C 2.18 -2.64 -2.19
C 0.85 -1.37 -0.43
H 0.61 -2.41 1.98
H -0.21 -1.05 2.81
H -1.03 -1.95 1.45
H 1.86 0.36 2.30
H 5.31 -0.27 1.04
H 4.35 1.06 1.77
H 4.48 -0.52 2.62
H 3.95 -0.73 -1.07
H 4.07 -2.15 -0.17
H 3.22 -2.70 -2.53
H 1.80 -3.65 -1.96
H 1.56 -2.18 -2.98
H -0.01 -1.81 -0.94
C -0.44 2.79 0.04
C -1.10 1.45 0.42
C -1.47 1.46 1.95
C -2.32 1.22 -0.48
C -3.19 0.17 -0.17
C -4.25 -0.27 -0.99
C -4.49 0.35 -2.23
C -3.71 1.47 -2.56
C -2.65 1.89 -1.72
H -0.11 2.67 -1.01
H -1.13 3.67 0.06
H 0.41 3.01 0.68
H -1.89 0.50 2.24
H -0.51 1.56 2.49
H -2.14 2.25 2.33
H -3.07 -0.35 0.79
H -4.84 -1.16 -0.71
H -5.32 0.05 -2.87
H -3.86 1.96 -3.55
H -2.04 2.73 -2.04
*
```